Entry 1:
{"formula": "C20H33N3O4S", "method": "ωB97M-V/def2-TZVPD", "species": ["C", "C", "N", "S", "O", "O", "C", "C", "O", "N", "C", "C", "C", "C", "N", "C", "O", "C", "C", "C", "C", "C", "C", "C", "C", "C", "C", "C", "H", "H", "H", "H", "H", "H", "H", "H", "H", "H", "H", "H", "H", "H", "H", "H", "H", "H", "H", "H", "H", "H", "H", "H", "H", "H", "H", "H", "H", "H", "H", "H", "H"], "xyz": [[2.492, 1.182, 5.012], [2.869, 0.352, 3.796], [2.026, -0.838, 3.627], [0.588, -0.751, 2.869], [-0.305, -1.631, 3.574], [0.234, 0.618, 2.639], [0.830, -1.563, 1.299], [1.766, -0.858, 0.340], [2.431, 0.109, 0.682], [1.822, -1.380, -0.913], [0.919, -2.418, -1.383], [2.633, -0.673, -1.895], [1.783, 0.170, -2.839], [2.404, 0.314, -4.220], [1.429, 1.406, -2.154], [0.264, 2.031, -2.480], [-0.309, 1.805, -3.532], [-0.295, 2.992, -1.451], [-1.811, 2.795, -1.315], [-2.403, 3.857, -0.390], [-2.162, 1.385, -0.874], [-2.042, 0.979, 0.453], [-2.435, -0.291, 0.851], [-2.946, -1.207, -0.066], [-3.427, -2.567, 0.381], [-2.319, -3.456, 0.944], [-3.020, -0.817, -1.399], [-2.638, 0.458, -1.797], [3.167, 2.033, 5.111], [1.474, 1.556, 4.916], [2.560, 0.592, 5.929], [2.787, 0.930, 2.879], [3.901, 0.002, 3.864], [1.957, -1.455, 4.426], [1.194, -2.564, 1.534], [-0.172, -1.655, 0.877], [0.871, -3.245, -0.675], [-0.094, -2.042, -1.555], [1.307, -2.809, -2.322], [3.358, -0.060, -1.365], [3.182, -1.418, -2.475], [0.838, -0.363, -3.004], [2.501, -0.672, -4.676], [1.763, 0.928, -4.849], [3.394, 0.774, -4.173], [1.770, 1.515, -1.210], [0.196, 2.857, -0.483], [-0.093, 4.013, -1.787], [-2.230, 2.928, -2.314], [-3.479, 3.721, -0.283], [-1.959, 3.812, 0.606], [-2.221, 4.856, -0.791], [-1.649, 1.655, 1.202], [-2.358, -0.562, 1.899], [-4.200, -2.437, 1.143], [-3.906, -3.068, -0.463], [-2.715, -4.427, 1.245], [-1.545, -3.631, 0.193], [-1.852, -3.004, 1.821], [-3.410, -1.511, -2.137], [-2.713, 0.744, -2.839]], "lowdin_charge": [-0.087, -0.280, -0.139, 0.598, -0.304, -0.272, -0.140, -0.454, 0.043, -0.084, -0.030, -0.110, -0.350, -0.039, 0.126, -0.472, 0.062, -0.065, -0.326, -0.060, -0.191, -0.021, -0.046, -0.248, -0.201, -0.091, -0.039, -0.024, 0.075, 0.070, 0.073, 0.092, 0.114, 0.113, 0.124, 0.073, 0.086, 0.091, 0.099, 0.129, 0.129, 0.134, 0.081, 0.075, 0.084, 0.120, 0.124, 0.131, 0.135, 0.086, 0.075, 0.079, 0.104, 0.113, 0.116, 0.105, 0.074, 0.063, 0.055, 0.109, 0.113], "orbital_gap_ev": 9.2, "charge": 0, "homo_ha": -0.321, "lumo_ev": 0.50, "de_lowest_kcal_mol": 5.4}

Entry 2:
{"formula": "C26H22BrMnN3O5", "method": "ωB97M-V/def2-TZVPD", "species": ["Mn", "O", "C", "O", "C", "C", "C", "C", "C", "C", "C", "C", "C", "N", "H", "H", "H", "H", "H", "H", "C", "C", "C", "O", "C", "O", "O", "H", "H", "H", "H", "H", "H", "H", "Br", "C", "C", "C", "C", "C", "C", "N", "C", "C", "C", "C", "C", "C", "N", "H", "H", "H", "H", "H", "H", "H", "H", "H"], "xyz": [[-0.343, 0.242, 0.277], [0.526, 1.953, 3.686], [0.488, 1.207, 2.753], [-0.476, 1.187, 1.834], [1.558, 0.182, 2.471], [2.579, -0.086, 3.394], [3.505, -1.033, 3.066], [3.430, -1.698, 1.820], [4.369, -2.682, 1.418], [4.257, -3.284, 0.201], [3.201, -2.933, -0.676], [2.280, -1.992, -0.320], [2.380, -1.360, 0.943], [1.450, -0.420, 1.307], [2.595, 0.464, 4.324], [4.309, -1.280, 3.749], [5.177, -2.939, 2.091], [4.976, -4.033, -0.103], [3.125, -3.420, -1.639], [1.463, -1.726, -0.978], [2.573, 0.839, -2.413], [1.168, 1.367, -2.168], [0.878, 2.620, -2.972], [1.010, 1.636, -0.736], [0.173, 0.253, -2.494], [-0.124, -0.028, -3.618], [-0.260, -0.439, -1.432], [3.311, 1.618, -2.206], [2.672, 0.548, -3.458], [2.785, -0.031, -1.788], [1.727, 3.304, -2.944], [0.002, 3.136, -2.585], [0.683, 2.340, -4.006], [1.867, 1.874, -0.364], [-4.573, 6.174, -0.975], [-3.919, 4.442, -0.656], [-2.558, 4.200, -0.730], [-2.084, 2.922, -0.484], [-2.964, 1.894, -0.194], [-4.324, 2.152, -0.085], [-4.805, 3.427, -0.324], [-2.421, 0.590, 0.039], [-3.131, -0.458, -0.037], [-2.564, -1.759, 0.365], [-3.337, -2.900, 0.362], [-2.767, -4.086, 0.814], [-1.460, -4.067, 1.257], [-0.756, -2.869, 1.225], [-1.292, -1.739, 0.783], [-1.873, 5.004, -0.959], [-1.018, 2.744, -0.502], [-5.018, 1.378, 0.217], [-5.862, 3.636, -0.237], [-4.170, -0.426, -0.355], [-4.362, -2.861, 0.020], [-3.343, -5.001, 0.825], [-0.978, -4.961, 1.626], [0.266, -2.820, 1.571]], "mulliken_spin": [3.826, 0.015, -0.002, -0.007, 0.013, -0.001, 0.004, -0.008, 0.002, -0.001, 0.003, -0.009, 0.013, 0.028, 0.000, 0.000, 0.000, 0.000, 0.000, 0.007, 0.000, 0.004, 0.002, 0.023, -0.008, 0.009, 0.019, 0.000, 0.000, 0.001, 0.000, 0.000, 0.000, 0.003, 0.000, -0.001, 0.002, 0.037, -0.018, -0.001, 0.001, -0.025, 0.005, 0.010, 0.001, 0.000, 0.002, 0.007, 0.044, 0.000, 0.001, 0.000, 0.000, 0.000, 0.000, 0.000, 0.000, 0.005], "orbital_gap_ev": [7.3, 7.4], "charge": 1, "spin_multiplicity": 5, "homo_ha": [-0.420, -0.421], "lumo_ev": [-4.09, -4.02], "de_lowest_kcal_mol": 0.0}

Entry 3:
{"formula": "C17H25N3O5S", "method": "ωB97M-V/def2-TZVPD", "species": ["C", "H", "H", "H", "C", "C", "H", "C", "O", "N", "C", "C", "S", "C", "H", "C", "N", "H", "C", "C", "O", "N", "C", "H", "H", "H", "C", "H", "H", "H", "H", "C", "H", "H", "H", "H", "C", "C", "H", "H", "H", "H", "C", "H", "C", "O", "O", "H", "O", "H", "H"], "xyz": [[3.060, -3.122, -2.649], [3.776, -3.403, -3.417], [3.154, -3.817, -1.819], [2.057, -3.198, -3.062], [3.342, -1.686, -2.203], [2.274, -1.159, -1.234], [2.452, -0.097, -1.059], [0.818, -1.350, -1.630], [0.170, -1.173, -2.618], [0.508, -1.951, -0.404], [-0.332, -1.464, 0.593], [0.383, -1.030, 1.658], [-0.225, -0.516, 3.226], [-0.505, 1.329, 3.159], [0.037, 1.677, 4.039], [-1.996, 1.679, 3.231], [-2.471, 1.770, 1.864], [-2.709, 0.829, 1.554], [-1.344, 2.273, 1.071], [-1.262, 1.602, -0.304], [-0.251, 1.002, -0.648], [-2.342, 1.689, -1.095], [-3.522, 2.470, -0.808], [-3.611, 2.655, 0.258], [-4.402, 1.914, -1.138], [-3.492, 3.420, -1.352], [-2.308, 1.096, -2.415], [-1.418, 0.475, -2.507], [-3.196, 0.481, -2.566], [-2.284, 1.875, -3.181], [-1.479, 3.353, 0.919], [-0.053, 2.015, 1.879], [0.457, 2.949, 2.113], [0.613, 1.395, 1.284], [-2.098, 2.665, 3.701], [-2.579, 0.954, 3.796], [1.871, -1.292, 1.464], [2.766, -0.075, 1.678], [3.809, -0.369, 1.586], [2.604, 0.326, 2.675], [2.563, 0.705, 0.950], [2.169, -2.048, 2.200], [1.905, -1.920, 0.058], [2.326, -2.927, 0.083], [-1.779, -1.480, 0.365], [-2.617, -0.972, 1.074], [-2.095, -2.158, -0.738], [-3.055, -2.153, -0.877], [3.426, -0.818, -3.307], [2.556, -0.788, -3.728], [4.327, -1.634, -1.722]], "lowdin_charge": [-0.026, 0.084, 0.075, 0.085, -0.389, -0.095, 0.156, -0.391, 0.123, 0.093, -0.142, -0.423, 0.999, -0.491, 0.091, -0.224, -0.021, 0.072, -0.218, -0.395, 0.051, -0.131, -0.045, 0.071, 0.092, 0.095, -0.025, 0.063, 0.091, 0.097, 0.151, -0.125, 0.124, 0.069, 0.120, 0.113, -0.277, -0.049, 0.086, 0.076, 0.071, 0.143, -0.133, 0.148, -0.450, 0.089, 0.150, 0.143, -0.019, 0.096, 0.150], "orbital_gap_ev": 8.5, "charge": 0, "homo_ha": -0.312, "lumo_ev": 0.04, "de_lowest_kcal_mol": 19.0}

Entry 4:
{"formula": "C3H8Cl2P", "method": "ωB97M-V/def2-TZVPD", "species": ["C", "C", "Cl", "C", "P", "Cl", "H", "H", "H", "H", "H", "H", "H", "H"], "xyz": [[1.418, -0.787, -0.025], [0.902, 0.593, -0.421], [2.021, 1.867, 0.132], [-0.534, 0.921, 0.056], [-1.673, -0.492, 0.084], [-0.698, 1.502, 1.729], [2.507, -0.763, 0.047], [1.149, -1.541, -0.772], [1.057, -1.106, 0.958], [0.900, 0.718, -1.508], [-0.992, 1.669, -0.601], [-1.238, -1.509, 0.922], [-1.924, -1.017, -1.184], [-2.894, -0.056, 0.582]], "lowdin_charge": [-0.140, -0.798, 0.662, -0.911, 1.038, 0.643, 0.084, 0.090, 0.072, 0.105, 0.095, 0.022, 0.022, 0.016], "orbital_gap_ev": 10.9, "charge": 1, "homo_ha": -0.542, "lumo_ev": -3.82}

Entry 5:
{"formula": "C5H5NO", "method": "ωB97M-V/def2-TZVPD", "species": ["C", "C", "C", "C", "C", "N", "O", "H", "H", "H", "H", "H"], "xyz": [[-0.921, -0.451, 0.955], [-1.011, 0.885, 0.353], [0.073, -1.330, 0.762], [-0.321, 1.397, -0.653], [1.476, -0.358, -0.933], [1.191, -1.238, -0.102], [0.932, 0.936, -1.155], [-1.626, -0.865, 1.631], [-1.907, 1.572, 0.629], [0.147, -2.245, 1.202], [-0.410, 2.354, -1.211], [2.377, -0.656, -1.479]], "lowdin_charge": [-0.076, -0.091, -0.124, -0.103, -0.169, 0.067, -0.054, 0.086, 0.135, 0.066, 0.133, 0.130], "orbital_gap_ev": 8.3, "charge": 0, "homo_ha": -0.303, "lumo_ev": 0.00, "de_lowest_kcal_mol": 62.1}

Entry 6:
{"formula": "C57H53F2N3PSbSeZr", "method": "ωB97M-V/def2-TZVPD", "species": ["Zr", "F", "C", "C", "C", "C", "C", "F", "C", "C", "C", "C", "C", "C", "N", "H", "H", "H", "H", "H", "H", "C", "N", "C", "C", "C", "C", "C", "N", "C", "C", "C", "C", "C", "C", "H", "H", "H", "H", "H", "H", "H", "H", "H", "H", "H", "C", "C", "C", "C", "C", "C", "P", "C", "C", "C", "C", "C", "C", "C", "C", "C", "C", "C", "C", "C", "C", "C", "C", "H", "H", "H", "H", "H", "H", "H", "H", "H", "H", "H", "H", "H", "H", "H", "H", "C", "C", "C", "C", "C", "C", "Se", "C", "C", "C", "H", "H", "H", "H", "H", "H", "H", "H", "H", "H", "H", "C", "Sb", "C", "C", "H", "H", "H", "H", "H", "H", "H", "H", "H"], "xyz": [[-1.091, 0.107, -0.363], [-0.912, -1.626, -5.676], [-1.434, -1.848, -4.462], [-1.181, -0.954, -3.448], [-1.679, -1.167, -2.160], [-2.454, -2.322, -1.945], [-2.723, -3.159, -3.018], [-3.518, -4.236, -2.871], [-2.220, -2.961, -4.283], [-2.879, -2.604, -0.557], [-3.572, -3.737, -0.145], [-3.820, -3.936, 1.200], [-3.391, -3.001, 2.127], [-2.739, -1.890, 1.653], [-2.492, -1.685, 0.351], [-0.594, -0.077, -3.689], [-2.441, -3.651, -5.090], [-3.899, -4.466, -0.864], [-4.344, -4.829, 1.523], [-3.558, -3.125, 3.190], [-2.401, -1.125, 2.324], [1.811, -0.455, -2.264], [0.896, 0.514, -1.610], [0.907, 1.718, -2.076], [0.005, 2.694, -1.587], [-0.171, 4.014, -1.959], [-1.241, 4.496, -1.182], [-1.651, 3.440, -0.379], [-0.900, 2.338, -0.607], [3.256, -0.417, -1.807], [4.262, -0.177, -2.737], [5.604, -0.189, -2.359], [5.951, -0.452, -1.040], [4.950, -0.691, -0.100], [3.615, -0.668, -0.482], [1.797, -0.271, -3.335], [1.400, -1.439, -2.090], [1.582, 2.012, -2.876], [0.409, 4.551, -2.702], [-1.665, 5.494, -1.189], [-2.453, 3.440, 0.343], [3.998, 0.011, -3.776], [6.376, 0.005, -3.098], [6.996, -0.483, -0.747], [5.208, -0.917, 0.932], [2.838, -0.874, 0.246], [1.913, -0.667, 5.832], [2.643, 0.256, 5.099], [2.097, 0.837, 3.956], [0.810, 0.501, 3.547], [0.084, -0.432, 4.289], [0.627, -1.010, 5.425], [0.026, 1.169, 2.036], [1.111, 2.618, 1.670], [2.328, 2.338, 1.049], [3.225, 3.345, 0.724], [2.910, 4.666, 1.015], [1.699, 4.960, 1.631], [0.803, 3.944, 1.955], [-1.482, 1.913, 2.767], [-1.416, 2.603, 3.949], [-2.564, 3.197, 4.511], [-3.767, 3.069, 3.881], [-3.882, 2.336, 2.675], [-5.142, 2.177, 2.040], [-5.241, 1.416, 0.917], [-4.086, 0.802, 0.376], [-2.822, 0.960, 0.892], [-2.726, 1.741, 2.093], [2.342, -1.119, 6.720], [3.646, 0.528, 5.411], [2.676, 1.560, 3.397], [-0.918, -0.705, 3.977], [0.052, -1.739, 5.990], [2.586, 1.320, 0.827], [4.164, 3.092, 0.236], [3.601, 5.464, 0.760], [1.446, 5.989, 1.867], [-0.141, 4.201, 2.413], [-0.466, 2.695, 4.466], [-2.485, 3.748, 5.441], [-4.663, 3.513, 4.307], [-6.018, 2.650, 2.477], [-6.205, 1.268, 0.436], [-4.237, 0.148, -0.477], [6.124, -4.439, -0.226], [4.701, -3.956, -0.054], [4.242, -3.461, 1.162], [2.941, -2.982, 1.330], [2.538, -2.462, 2.684], [2.067, -2.993, 0.228], [0.270, -2.330, 0.379], [2.489, -3.549, -0.990], [1.583, -3.697, -2.198], [3.801, -4.009, -1.107], [6.704, -4.287, 0.686], [6.624, -3.904, -1.039], [6.154, -5.506, -0.470], [4.916, -3.443, 2.017], [3.309, -2.686, 3.427], [1.592, -2.896, 3.006], [2.389, -1.383, 2.659], [0.536, -3.545, -1.937], [1.695, -4.697, -2.627], [1.852, -2.981, -2.983], [4.121, -4.425, -2.063], [-4.737, 3.153, -2.644], [-3.269, 1.600, -2.845], [-4.718, 0.105, -3.376], [-2.813, 2.008, -4.905], [-5.411, 3.121, -3.504], [-4.244, 4.129, -2.593], [-5.306, 2.998, -1.721], [-5.434, 0.546, -4.075], [-5.254, -0.262, -2.494], [-4.209, -0.740, -3.854], [-3.739, 2.271, -5.425], [-2.378, 1.116, -5.366], [-2.100, 2.834, -4.984]], "lowdin_charge": [1.390, 0.074, -0.286, -0.125, -0.280, -0.163, -0.222, 0.065, 0.066, -0.232, 0.016, -0.035, -0.038, -0.161, -0.114, 0.092, 0.137, 0.108, 0.114, 0.112, 0.089, -0.180, -0.067, -0.095, -0.375, -0.034, -0.080, -0.199, -0.157, -0.189, -0.042, -0.086, -0.086, -0.068, -0.066, 0.113, 0.039, 0.147, 0.109, 0.097, 0.109, 0.109, 0.100, 0.101, 0.111, 0.077, -0.085, -0.078, -0.088, -0.371, -0.099, -0.075, 1.075, -0.355, -0.127, -0.070, -0.083, -0.072, -0.076, -0.318, -0.093, -0.066, -0.030, -0.167, -0.039, -0.078, -0.177, -0.276, -0.225, 0.104, 0.106, 0.097, 0.096, 0.108, 0.076, 0.109, 0.102, 0.105, 0.096, 0.114, 0.105, 0.114, 0.111, 0.107, 0.053, -0.049, -0.275, -0.042, -0.318, -0.073, -0.535, 0.774, -0.295, -0.079, -0.016, 0.071, 0.076, 0.079, 0.115, 0.082, 0.066, 0.052, 0.026, 0.086, 0.076, 0.126, -0.315, 1.363, -0.302, -0.313, 0.002, -0.002, -0.008, 0.008, 0.001, -0.004, 0.005, -0.006, -0.001], "orbital_gap_ev": 6.8, "charge": 0, "homo_ha": -0.263, "lumo_ev": -0.39}